Below is a 2-piece molecular cluster, CH2I2O2 overall in a non-equilibrium geometry, with properties calculated with wB97M-V/def2-TZVPD.

energy above the lowest of the compared OMol25 structures with the same formula, charge and spin	15.6	kcal per mole
M	299.8	g/mol
E_LUMO	-0.63	eV
HOMO level	-9.53	eV

XYZ file:
```
7
Properties=species:S:1:pos:R:3:forces:R:3:nbo_charge:R:1
I -0.792448 0.933311 1.605987 -1.620 0.819 0.561 0.239
I 2.670210 0.861350 1.611706 -0.177 -0.318 -0.130 0.042
H -0.622461 -0.613839 -2.063096 -0.053 0.911 -0.628 0.495
O -1.232284 -0.307587 -1.398677 -0.463 -1.242 1.484 -0.983
O 0.819630 -1.243309 0.565134 -0.128 1.466 0.882 -0.489
H -1.640553 0.552076 -1.419316 0.470 0.325 -1.039 0.489
C 0.797906 -0.182001 1.098262 1.972 -1.960 -1.130 0.207
```
Positions in Å, forces in eV/Å.

---

Below is C23H45Cl3HgN2O6PSi as an isolated structure in a non-equilibrium geometry, with properties calculated with wB97M-V/def2-TZVPD.

energy above the lowest of the compared OMol25 structures with the same formula, charge and spin	0.0	kcal per mole
M	811.6	g/mol
E_LUMO	2.53	eV
total charge	-1
HOMO level	-3.66	eV

XYZ file:
```
82
Properties=species:S:1:pos:R:3:forces:R:3:lowdin_charge:R:1
H -3.519746 -4.961360 -2.936239 0.081 -0.001 -0.030 0.085
H 1.419466 -2.473015 5.431096 -0.131 0.122 -0.207 0.080
H 1.869225 3.900353 4.537026 -0.295 -0.082 -0.023 0.031
C 3.504811 -2.067946 0.998523 0.209 -0.047 -0.393 -0.106
C 0.062105 -3.171011 0.241659 0.937 0.976 -0.549 -0.306
H 4.482336 -1.991894 1.483822 -0.101 0.083 -0.040 0.079
H 0.039158 -1.378427 5.057996 0.233 -0.045 -0.116 0.065
H 3.378770 -3.078521 0.607459 -0.012 0.154 -0.004 0.076
H -1.948402 -4.697004 0.777732 0.278 -0.072 -0.215 0.088
H 0.561971 0.705981 -4.977531 0.065 -0.221 0.142 0.080
Cl 2.028861 2.142415 0.626575 -0.189 0.308 0.251 0.065
H -2.024261 2.612834 -0.789047 -0.321 -0.134 -0.099 0.046
H 1.088132 7.483793 2.150512 -0.133 -0.287 0.269 0.027
H -5.127898 1.545953 -3.864601 0.120 0.086 -0.085 0.067
C 3.726798 1.500014 3.328366 -0.242 0.047 0.047 -0.148
H -4.118016 -1.814306 -0.068890 0.301 -0.102 -0.522 0.119
H 3.600639 5.017960 2.369924 -0.183 0.013 -0.207 0.032
H 0.763177 -0.988266 -4.402814 -0.166 0.234 -0.061 0.082
C 1.126754 1.904705 -2.713445 -0.328 -0.007 -0.019 -0.071
H -1.665269 -5.755674 -0.628737 0.061 0.188 0.215 0.078
C 2.819349 5.145864 1.602710 -0.171 -0.205 -0.183 -0.242
H 3.401124 -1.339751 0.172441 -0.073 -0.335 0.496 0.065
H -3.574291 3.001345 -1.613347 0.200 -0.169 0.247 0.059
H -3.307628 -0.341930 -3.345715 0.045 0.104 0.115 0.096
Si 1.129327 4.994062 2.432717 -0.142 -0.162 -0.355 0.168
H 1.550663 6.992492 3.797251 -0.218 -0.109 -0.280 0.037
H 0.112325 4.269407 4.544561 0.318 -0.212 -0.196 0.038
C -3.175867 -4.038170 -2.482078 -0.047 0.160 0.057 -0.136
H -4.837483 -3.958396 -1.085359 0.401 0.093 -0.175 0.095
O 2.469548 -1.912890 1.987808 0.602 0.172 0.787 -0.318
H -0.725861 -2.828813 0.943831 0.207 -0.034 -0.225 0.113
H 2.780601 1.910630 3.740147 0.505 -0.374 -0.301 0.047
O 0.985635 -2.453070 -0.134548 -1.132 -0.778 0.333 -0.016
C 0.947764 3.879557 3.935316 0.128 0.176 0.093 -0.243
H 2.921027 6.155210 1.173691 -0.045 -0.281 0.171 0.023
H 0.156024 2.154757 -2.255734 0.272 -0.112 -0.011 0.080
C 0.932415 -1.868963 4.656318 0.108 0.141 -0.150 -0.133
C -1.999800 -3.420193 -2.918157 -0.120 0.153 0.364 -0.098
H 4.124441 2.214423 2.599311 -0.101 -0.213 0.179 0.063
C 0.897544 -5.061493 -1.060387 -0.302 0.163 0.139 -0.046
C -3.925543 -3.467183 -1.449026 -0.105 -0.338 -0.004 -0.117
H 0.447257 -5.271907 -2.042280 0.102 0.068 0.164 0.082
N -0.084041 -4.450760 -0.174446 -0.101 -0.606 -0.048 -0.186
H -0.168140 6.981892 3.318782 0.229 -0.013 -0.037 0.024
H 1.218364 2.447262 -3.670483 0.111 -0.091 0.295 0.078
O 1.887121 -0.862917 4.237156 0.361 -0.750 0.677 -0.330
O 2.625720 -0.062016 -1.288168 -0.277 -0.257 -0.768 -0.075
H -3.689753 1.505012 -4.890681 -0.089 0.122 0.143 0.062
C -3.533194 -2.260402 -0.890047 -0.094 0.161 -0.038 -0.049
C -1.189475 -5.286827 0.245688 0.030 -0.072 0.079 -0.072
C -2.158821 -0.120382 -0.920371 -0.657 -0.424 1.029 -0.548
H -3.564596 2.148766 -0.050119 0.155 -0.064 -0.282 0.087
C -2.949298 0.923053 -1.708746 -0.212 -0.771 -0.831 -0.234
C 1.878608 -0.382288 -2.203823 -0.017 0.597 0.108 -0.337
C 0.852159 6.780337 2.966414 -0.394 0.136 0.024 -0.228
H -0.661162 -1.726792 -2.617410 -0.370 -0.069 0.114 0.082
H 2.963076 4.395993 0.815458 0.042 0.270 0.329 -0.053
Hg 0.173189 1.085022 1.763167 -0.143 -1.131 -1.637 0.550
H 1.725367 -1.437322 -2.501882 0.027 0.124 0.068 0.125
H 4.434627 1.341617 4.152296 -0.175 0.050 -0.183 0.087
O 3.540611 0.243943 2.655624 0.827 -0.045 0.757 -0.342
H -3.806472 2.699654 -3.576371 -0.081 -0.288 -0.151 0.055
Cl -0.456565 4.204380 1.214883 0.448 1.041 0.391 0.228
Cl -1.536291 -0.439553 2.493210 -0.189 0.323 0.406 -0.146
H -0.829611 -6.086509 0.913799 -0.121 0.096 -0.108 0.080
O -0.888038 0.244736 -0.859647 1.886 0.527 0.118 -0.254
H 1.734412 -4.367621 -1.179525 -0.187 -0.159 0.020 0.081
C -4.033808 1.662572 -3.858418 -0.226 0.247 -0.360 -0.123
C 0.414582 0.017666 -4.132870 -0.036 -0.062 0.572 -0.072
H 0.628708 -2.508971 3.817976 0.132 0.168 0.199 0.066
H -1.416441 -3.870474 -3.721901 -0.042 0.048 0.201 0.093
C -3.395416 0.668437 -2.946994 0.089 0.224 0.571 -0.136
H 1.926445 2.174961 -2.023793 -0.121 -0.054 -0.127 0.026
H 1.241471 -6.011392 -0.627507 0.015 0.165 -0.074 0.082
N 1.176374 0.481419 -2.983497 0.517 -0.237 -0.429 -0.185
C -2.416187 -1.585279 -1.389090 0.019 0.709 0.057 -0.159
H -2.590727 -0.074048 0.101945 -0.519 -0.328 0.059 0.054
H -0.656851 -0.020765 -3.889583 0.143 0.077 -0.134 0.072
P 2.147841 -0.522111 2.686899 -1.438 0.501 -0.921 0.644
H 0.716558 2.841192 3.648671 0.153 0.430 0.200 -0.034
C -1.597543 -2.210641 -2.338652 -0.377 -0.086 0.017 -0.044
C -3.039986 2.247589 -1.016802 0.066 0.369 0.076 -0.055
```
Positions in Å, forces in eV/Å.

---

Below is C18H14CrO5P as an isolated structure in a non-equilibrium geometry, with properties calculated with wB97M-V/def2-TZVPD.

energy above the lowest of the compared OMol25 structures with the same formula, charge and spin	31.3	kcal per mole
M	393.3	g/mol
E_LUMO (alpha / beta)	-3.17 / -5.10	eV
total charge	+1
expectation value of S²	6.07
HOMO level (alpha / beta)	-9.76 / -11.49	eV
2S+1	5

XYZ file:
```
39
Properties=species:S:1:pos:R:3:forces:R:3:nbo_charge:R:1
H -0.263273 -3.837379 3.649116 -0.027 0.243 -0.518 0.241
C 4.069888 -5.374006 -0.061850 -0.027 -0.414 -0.666 -0.198
C -1.098260 1.713321 0.252159 -1.725 3.685 2.641 0.553
P 1.633158 -2.338506 -0.693837 -0.908 0.143 0.468 1.289
H -0.888397 -3.586479 -1.294909 0.083 -0.035 0.062 0.217
O -1.703832 2.491345 0.867905 1.558 -2.389 -1.895 -0.402
O 1.739305 2.995676 -1.093340 -3.090 -4.387 0.157 -0.424
C -0.400029 -3.745630 2.565290 -1.082 -0.311 -0.406 -0.183
H -1.975451 -5.267429 2.519097 0.409 0.601 -0.358 0.239
O -2.764141 -0.651485 -0.474371 3.502 1.380 -1.469 -0.440
C -1.572945 -4.480038 0.535308 -0.114 0.218 0.477 -0.211
C -0.640478 0.717626 -2.741053 1.164 2.142 -4.815 0.433
H 5.032561 -6.778938 -1.409620 -0.508 0.027 0.193 0.239
H 2.806038 -0.903395 0.972792 0.139 -0.134 0.092 0.274
C 0.272237 -2.899151 0.401903 0.109 0.073 0.026 -0.401
H -2.334588 -5.134311 0.055374 0.680 0.769 0.344 0.245
H 3.018024 -0.364869 -0.731621 -0.474 -0.525 0.642 0.281
O 1.084284 0.155655 2.207361 -1.923 -0.056 -4.281 -0.469
H 4.616974 -5.723051 0.818013 -0.289 0.206 -0.287 0.242
C 4.258010 -6.015354 -1.297034 0.042 0.562 -0.878 -0.158
H 3.711666 -6.114323 -3.432522 -0.002 0.504 0.927 0.246
O -0.209746 1.202978 -3.723653 -1.138 -1.614 3.058 -0.458
C 0.647407 0.129969 1.106665 2.488 0.210 5.761 0.499
H 3.877368 -1.758452 -0.212392 -0.210 -0.101 0.462 0.283
H 0.871971 -1.505748 -1.565627 0.407 -0.399 -0.592 0.038
C -0.764433 -3.614124 -0.214694 0.102 -0.700 -0.015 -0.132
C 2.924213 -1.246318 -0.044769 0.716 0.628 -1.102 -0.974
C -1.385182 -4.540918 1.930642 0.366 -0.176 -0.055 -0.164
H 3.066293 -3.796773 0.951270 -0.050 -0.082 0.020 0.218
H 1.138717 -2.292259 2.271228 0.103 -0.006 0.105 0.224
C 2.731653 -4.446610 -2.406258 -0.018 0.024 0.817 -0.153
C 1.078215 2.009592 -1.053344 4.001 4.769 -0.527 0.517
C 3.582428 -5.584057 -2.463286 -0.361 0.473 0.177 -0.197
C 0.368038 -2.877288 1.793992 0.528 -0.882 0.151 -0.211
Cr 0.015527 0.461200 -0.646321 0.214 0.965 -0.252 -0.269
C 3.196946 -4.303109 -0.000386 0.142 0.186 -0.354 -0.184
C -1.683146 -0.282717 -0.750397 -5.759 -3.831 1.813 0.538
H 2.185428 -4.038872 -3.267908 0.469 -0.461 0.207 0.233
C 2.562032 -3.794942 -1.161793 0.486 -1.303 -0.130 -0.424
```
Positions in Å, forces in eV/Å.

---

Below is an isolated ion of composition C3H9N2O and charge -1 in a non-equilibrium geometry, with properties calculated with wB97M-V/def2-TZVPD.

energy above the lowest of the compared OMol25 structures with the same formula, charge and spin	53.9	kcal per mole
M	89.1	g/mol
E_LUMO	4.33	eV
SMILES string	NCCNC[O-]
total charge	-1
HOMO level	-2.71	eV

XYZ file:
```
15
Properties=species:S:1:pos:R:3:forces:R:3:nbo_charge:R:1
N 1.053082 -1.297499 0.716082 0.671 -0.558 -2.651 -0.889
H 0.370192 -1.664947 0.003698 0.704 -0.040 0.551 0.401
H 0.426450 -1.066259 1.447320 -0.331 0.847 1.021 0.338
C -1.685082 -0.441401 -0.619547 0.937 0.177 -2.955 0.165
H 0.739859 1.216223 1.541966 -0.641 -0.744 -0.884 0.097
C 0.532203 1.079726 0.397037 1.752 -1.116 1.421 -0.195
H 0.853634 2.073081 0.139559 0.209 0.576 -1.127 0.160
O -1.114155 -1.258163 -1.504558 0.821 0.764 0.223 -0.932
H 2.591057 0.174586 0.129955 0.484 0.093 0.469 0.162
H -1.906000 -1.015085 0.210459 -1.025 -0.762 2.578 0.089
H 1.349376 -0.290194 -1.137696 0.581 0.412 1.737 0.210
H -1.292366 1.766547 -0.203652 0.872 -2.297 0.293 0.337
N -0.829981 0.824420 0.030376 -2.348 2.228 -1.034 -0.786
H -2.643948 -0.034326 -1.133750 1.061 0.665 1.352 0.088
C 1.555678 -0.066709 -0.017248 -3.747 -0.244 -0.993 -0.245
```
Positions in Å, forces in eV/Å.